No. 1
A molecular structure, C38H52Br2CrN5O2P2 in a non-equilibrium geometry, computed with wB97M-V/def2-TZVPD.

Output
Net charge ... +1
Orbital gap (spin up / spin down) ... 6.8 / 6.9 eV
⟨S²⟩ ... 6.04
2S+1 ... 5
ΔE to the lowest compared entry with this formula, charge and spin ... 17.61 kcal per mole
HOMO level (spin up / spin down) ... -9.42 / -9.55 eV

Structure (XYZ):
```
102
Properties=species:S:1:pos:R:3:forces:R:3:mulliken_spin:R:1
Cr -0.86446 0.04528 -0.41446 0.3101 -0.5166 -0.0941 3.692
C 1.52066 3.32115 1.58453 -1.7820 0.1755 -0.7036 0.011
C 1.92288 1.83572 1.85653 -0.4572 1.4035 0.1583 0.008
C 2.90263 1.94345 3.03684 -1.0117 -0.8941 1.2587 0.004
P 0.37784 0.72923 1.95458 0.9034 0.0823 -0.0286 0.055
C -0.89936 1.33602 3.18781 0.0536 -1.2291 -1.0072 0.008
C -0.41558 2.18645 4.32980 -0.2970 0.8230 0.3801 -0.001
C -1.93337 1.99609 2.29491 -1.1285 0.9026 1.1695 0.051
C 1.10343 -0.70540 2.80855 -0.5043 0.4927 1.2317 -0.044
C 0.98008 -0.87509 4.21346 -1.0536 0.6375 -0.7749 -0.009
C 1.50150 -1.99597 4.80093 0.3331 0.3142 -1.0516 -0.002
C 1.25229 -2.26589 6.21501 0.3749 -0.5016 0.5786 0.000
C 2.29776 -2.82142 4.01517 1.0659 -2.1153 1.5910 0.002
C 2.44112 -2.68927 2.65363 -0.5157 0.7622 0.9752 -0.001
C 1.79914 -1.62520 2.04088 -0.0755 0.3981 -1.0723 0.054
N 1.73785 -1.41179 0.61816 -0.9031 -0.5064 1.8857 0.014
C 2.81652 -1.28432 -0.19124 -1.0012 -0.4802 -1.4652 0.078
C 4.07565 -1.42428 0.29990 2.1389 0.1087 0.0751 0.004
C 5.18077 -1.14576 -0.52606 0.9094 -0.9090 2.7412 -0.001
C 5.08093 -0.94824 -1.85838 -1.3117 -0.0071 -0.3101 0.001
C 6.22478 -0.64525 -2.71769 1.3249 2.5906 1.3739 -0.001
C 3.79109 -0.98245 -2.38147 -0.5897 0.3496 0.9296 -0.003
C 2.64152 -1.06908 -1.59213 0.2314 0.7687 0.6431 -0.037
P 1.02542 -0.43658 -2.20283 0.9753 -0.0392 -0.6737 0.098
C 0.55689 -1.77171 -3.48304 -2.0615 0.8681 2.5433 -0.007
C 1.56874 -2.06025 -4.48774 -0.4687 -1.7643 -1.7186 -0.002
C 0.08016 -2.98545 -2.64974 3.1662 0.0833 0.9218 -0.034
C 1.57651 1.15313 -3.15095 -1.3903 -1.0835 1.0249 -0.051
C 2.06465 2.21002 -2.14292 -1.5195 0.8347 -1.8464 0.070
C 0.45145 1.58551 -4.09813 -0.7787 -0.4652 1.3626 0.018
H 2.28387 3.84969 1.00323 -0.1060 -0.1637 0.0927 0.003
H 1.33824 3.90392 2.49663 0.3458 -0.3588 0.0153 0.000
H 0.52268 3.44776 1.05235 1.1609 -0.3328 0.1234 -0.003
H 2.47322 1.50866 0.95220 -0.3865 -0.2545 0.4549 -0.003
H 2.47080 1.79693 4.06855 0.0569 0.1170 -1.1550 -0.001
H 3.30381 2.92717 3.03315 0.5107 0.8778 0.0281 0.000
H 3.72665 1.27206 2.99303 0.6120 -0.7855 -0.2372 0.000
H -1.38731 0.37830 3.53338 0.7089 0.7950 -0.0444 0.004
H -0.04774 3.17484 4.02594 -0.3209 -0.1685 -0.2519 0.000
H 0.42333 1.76313 4.84980 0.1956 -0.3612 0.3370 0.000
H -1.22806 2.35621 5.04685 0.1491 -0.0140 -0.0367 0.000
H -1.49932 2.86743 1.82185 -0.0549 0.6610 0.1054 -0.004
H -2.84570 2.27175 2.90303 0.8725 0.0013 -0.7200 0.001
H -2.26546 1.38246 1.47668 -0.1718 -0.6770 0.1159 -0.012
H 0.38273 -0.19718 4.88063 0.6588 -0.6459 -1.0526 -0.001
H 1.74040 -3.20703 6.40593 0.3232 -0.2554 0.7319 0.000
H 0.20075 -2.44548 6.42320 -0.1387 0.3958 0.1145 0.000
H 1.68580 -1.45896 6.81100 -0.2931 -0.2629 0.3281 0.000
H 2.84880 -3.67902 4.57232 -1.0331 1.4211 -1.1984 0.000
H 3.05365 -3.38172 2.16047 0.5706 -0.7841 -0.9426 0.000
H 4.24495 -1.75731 1.32182 0.0268 0.4762 -0.2364 0.000
H 6.18575 -1.16250 -0.02992 -0.9242 0.0567 -0.5944 0.000
H 5.87989 0.07105 -3.45316 0.2537 -0.2368 -0.7090 0.000
H 6.63255 -1.53706 -3.09758 0.8112 -0.8494 -0.9032 0.000
H 7.01980 -0.04369 -2.11811 -1.1139 -1.3048 -0.9585 0.000
H 3.65590 -0.81290 -3.41475 0.0542 0.2398 -1.0213 0.000
H -0.34978 -1.30782 -3.85342 -0.2026 -0.0915 -0.6357 -0.002
H 2.43960 -2.38530 -3.99296 1.2257 -0.5663 0.3966 0.001
H 1.79735 -1.18664 -5.04725 0.2902 0.6693 -0.8495 0.000
H 1.25439 -2.91849 -5.18020 0.3066 1.2957 0.8015 0.000
H 0.97089 -3.61548 -2.27626 -1.2287 0.5497 -1.1174 -0.001
H -0.69395 -3.53199 -3.08397 -0.8259 -1.2519 -1.2589 0.005
H -0.33056 -2.70950 -1.71791 -0.6313 0.8559 1.0956 0.039
H 2.40982 0.87305 -3.71269 1.3693 -0.5661 -1.1159 -0.005
H 1.27055 2.36681 -1.41549 -0.3819 0.6508 -0.0173 0.020
H 2.30197 3.15519 -2.76605 -0.1060 -1.3128 1.5147 0.001
H 2.83881 1.82462 -1.53131 1.3732 -0.1363 0.1385 -0.003
H -0.42906 1.86311 -3.51861 0.2499 0.7408 0.3121 0.009
H -0.03198 0.79774 -4.67178 0.8052 -0.3409 -0.5365 -0.001
H 0.74979 2.40833 -4.70552 0.1508 0.5845 -0.6306 0.001
Br -8.72869 -0.12966 0.48124 -0.4502 -0.3609 0.0664 0.000
C -6.91165 0.27099 0.39661 -0.0201 -1.1258 0.2787 0.000
C -6.57488 1.54789 0.08218 -0.3892 0.0652 -1.1516 0.000
C -5.21848 1.78019 0.00787 -0.3320 0.9251 -0.2059 0.004
N -4.30593 0.90001 0.30958 1.2525 -0.7574 -0.6610 0.023
C -4.66698 -0.37888 0.50204 2.6461 -0.8652 0.0645 0.021
C -5.94634 -0.74919 0.56141 -3.9659 0.1460 0.4093 -0.005
C -3.59637 -1.47222 0.57030 0.4679 0.6884 0.0680 0.073
C -3.85761 -2.79067 0.88480 0.9047 0.2436 0.8260 0.021
C -2.74281 -3.64459 0.99516 -0.8600 -1.0552 -0.1803 0.002
Br -3.10141 -5.49192 1.33110 0.0332 0.3430 0.0952 -0.001
C -1.44965 -3.26567 0.80817 2.1568 0.4388 0.4050 0.040
C -1.22208 -1.90357 0.49299 -1.2305 0.1284 -0.8839 -0.099
N -2.30622 -1.13344 0.32693 -0.7070 0.4654 0.4468 -0.165
H -7.34733 2.18046 -0.36161 0.4712 0.2912 0.6427 0.000
H -4.88820 2.73102 -0.39236 0.2237 0.2859 0.3389 0.000
H -6.40733 -1.73041 0.73568 0.9457 0.2187 -0.1600 0.000
H -4.78612 -3.14105 1.29570 -0.3937 -0.0504 -0.4315 0.002
H -0.55280 -3.93776 0.98099 -1.4600 0.6869 -0.3415 0.000
H 0.74947 -1.45560 0.32291 0.7541 -0.1417 -0.4120 -0.054
C -3.63910 2.18833 -4.75426 -0.8654 3.3269 0.2585 0.000
O -3.15674 1.00011 -4.21951 -0.1219 -1.0218 -0.2200 -0.002
C -2.55865 0.89558 -3.02357 -0.9310 1.7288 -0.8783 0.005
O -2.06817 -0.15300 -2.71189 0.1545 0.1288 0.8419 0.010
N -2.52184 2.10613 -2.32810 1.3183 -1.9551 2.1037 0.030
N -1.88200 2.06081 -1.02314 0.2827 -0.8428 -2.0401 0.088
H -3.80193 2.16453 -5.83828 -0.2953 -0.9594 0.4258 0.000
H -2.89786 3.01200 -4.70817 0.0326 -0.4463 0.3657 0.000
H -4.57810 2.63953 -4.23757 1.2693 -1.2289 -0.7628 0.000
H -3.11930 2.88645 -2.44954 -0.6816 0.2745 -0.5596 -0.001
H -2.53132 2.06557 -0.25588 -0.7237 0.1914 0.1589 -0.017
H -1.24090 2.82730 -1.04072 0.4149 0.4828 0.5114 -0.001
```
Positions in Å, forces in eV/Å.

No. 2
A molecular structure, C38H53CsN5O4P3S4, computed with wB97M-V/def2-TZVPD.

Output
Net charge ... -2
Orbital gap ... 4.2 eV
ΔE to the lowest compared entry with this formula, charge and spin ... 5.48 kcal per mole
HOMO level ... -0.70 eV

Structure (XYZ):
```
108
Properties=species:S:1:pos:R:3:forces:R:3:mulliken_charge:R:1
Cs -2.02670 0.36980 0.56425 -0.0738 0.0625 -0.0183 1.199
C -3.82790 3.54686 -0.96909 -0.0098 -0.0083 -0.0106 -0.910
O -3.24354 2.45008 -1.66468 0.0153 -0.0411 0.0064 -0.367
C -2.29090 2.71497 -2.58500 -0.0344 0.0177 -0.0269 0.575
C -1.81185 3.99047 -2.86078 0.0093 0.0039 -0.0048 -0.470
C -0.85504 4.18031 -3.85474 -0.0086 0.0132 0.0098 -0.686
C -0.37135 3.10427 -4.57739 -0.0011 -0.0151 -0.0045 -0.566
C -0.84771 1.82691 -4.30032 0.0239 0.0090 -0.0091 -0.268
C -1.80086 1.61277 -3.31579 -0.0059 0.0176 0.0049 0.073
N -2.24385 0.31956 -2.94538 0.0055 0.0467 0.0300 -0.245
N -2.34854 -0.45593 -3.92988 0.0061 -0.0052 -0.0138 -0.072
C -2.66662 -1.77907 -3.71027 0.0132 -0.0109 0.0093 -0.071
C -2.62853 -2.41462 -2.42208 0.0975 0.0846 -0.0582 0.130
O -2.31195 -1.84648 -1.35776 -0.1234 -0.1839 0.1642 -0.475
C -2.94399 -3.84474 -2.40672 0.0085 0.0157 0.0056 -0.613
C -3.23675 -4.54254 -3.51982 -0.0042 0.0007 0.0003 -1.033
C -3.25614 -3.91827 -4.81026 0.0006 -0.0016 -0.0009 1.076
C -3.55797 -4.65429 -5.96787 -0.0010 -0.0015 -0.0111 -0.757
C -3.57743 -4.06256 -7.20721 0.0021 0.0018 0.0011 -0.497
C -3.29090 -2.69044 -7.30223 0.0014 0.0029 -0.0006 -0.638
C -2.99916 -1.94802 -6.18524 -0.0003 0.0048 -0.0062 -0.562
C -2.96571 -2.53504 -4.89536 -0.0120 -0.0072 -0.0025 0.635
H -3.09063 4.05665 -0.34779 0.0053 0.0073 -0.0038 0.156
H -4.58322 3.11922 -0.31592 0.0029 0.0035 0.0019 0.255
H -4.29089 4.24207 -1.67701 -0.0027 0.0032 0.0006 0.418
H -2.16948 4.83507 -2.28996 0.0001 0.0013 -0.0030 0.355
H -0.48104 5.17959 -4.04414 -0.0003 0.0016 -0.0003 0.346
H 0.38376 3.24916 -5.34046 0.0015 -0.0004 0.0004 0.356
H -0.47745 0.96067 -4.83405 0.0012 0.0010 0.0008 0.481
H -2.93003 -4.31307 -1.42846 -0.0009 -0.0059 -0.0070 0.478
H -3.46735 -5.60283 -3.46083 -0.0002 0.0015 0.0022 0.300
H -3.77792 -5.71227 -5.86099 -0.0006 0.0016 -0.0028 0.329
H -3.81229 -4.63986 -8.09322 0.0009 0.0025 -0.0024 0.360
H -3.30499 -2.20582 -8.27234 0.0002 0.0001 -0.0022 0.361
H -2.78896 -0.89133 -6.26940 0.0003 0.0012 0.0009 0.422
O -2.81310 4.32605 7.56213 -0.0061 -0.0047 0.0046 -0.676
C -2.88884 3.66597 6.54008 -0.0153 0.0013 0.0054 0.540
S -2.39228 1.98847 6.39272 0.0205 0.0081 -0.0016 -0.198
C -2.76279 1.73529 4.67621 -0.0024 0.0025 -0.0197 -0.475
C -3.28326 2.80251 4.02434 0.0008 -0.0188 -0.0033 -0.177
S -3.74316 2.97175 2.35205 -0.0202 0.0129 0.0109 -0.218
S -3.52183 4.25865 5.01286 0.0206 0.0101 -0.0057 -0.232
S -2.40235 0.13518 4.09010 0.0006 -0.0198 -0.0131 -0.330
C 4.10099 2.90012 -0.25996 0.0024 0.0055 0.0026 -1.492
P 2.36520 2.31356 -0.50450 0.0199 -0.0102 0.0090 0.939
C 2.51013 1.69076 -2.22932 0.0126 0.0042 -0.0034 -1.178
C 1.57403 3.93968 -0.85923 -0.0170 0.0005 0.0108 -0.056
C 1.06487 4.65096 0.39755 -0.0020 0.0141 -0.0163 -1.446
P -0.52465 3.92779 1.06169 0.0153 0.0222 -0.0186 1.003
C 0.06149 2.83184 2.41295 0.0403 -0.0015 0.0038 0.381
C -1.03635 5.37741 2.06748 -0.0009 -0.0112 0.0068 -1.150
H 4.44457 3.50960 -1.10139 0.0014 -0.0001 0.0001 0.441
H 4.77279 2.04867 -0.13868 -0.0044 -0.0047 -0.0028 0.269
H 4.15364 3.49768 0.65227 0.0026 0.0004 0.0002 0.354
H 2.92916 2.44435 -2.90297 0.0008 0.0044 0.0041 0.474
H 1.51774 1.41306 -2.58802 -0.0046 -0.0054 -0.0027 0.023
H 3.13969 0.79916 -2.25506 0.0004 0.0037 -0.0010 0.458
H 0.72996 3.74231 -1.52700 -0.0078 -0.0062 0.0030 -0.438
H 2.28516 4.56376 -1.41525 -0.0055 -0.0014 -0.0118 0.580
H 0.81531 5.68614 0.14155 0.0129 0.0007 -0.0053 0.511
H 1.83699 4.70203 1.17553 -0.0081 -0.0074 0.0109 0.400
H 0.74742 3.35760 3.08519 0.0023 -0.0041 -0.0020 0.385
H 0.56877 1.95608 2.00061 -0.0163 0.0008 -0.0108 -0.485
H -0.80928 2.49503 2.98412 0.0004 -0.0016 -0.0055 -0.642
H -0.22902 5.71621 2.72391 0.0008 -0.0006 0.0005 0.409
H -1.90132 5.08727 2.66333 -0.0029 -0.0005 0.0000 0.081
H -1.33274 6.19777 1.40962 -0.0001 0.0003 0.0005 0.401
O 0.72253 -0.88036 0.73988 0.0511 -0.0293 0.0099 -0.911
P 1.36827 -1.91981 1.56979 0.0145 -0.0128 0.0087 -0.470
N 2.95813 -2.07665 1.07232 -0.0072 -0.0165 -0.0034 0.426
C 3.55807 -1.20358 0.07330 -0.0123 0.0075 -0.0109 0.144
C 4.84414 -0.74547 0.75423 0.0028 0.0034 0.0051 -0.654
C 5.30776 -2.00918 1.48688 0.0042 0.0019 -0.0039 -0.839
C 4.00227 -2.76486 1.82481 -0.0001 0.0069 0.0010 -0.664
N 1.51167 -1.70550 3.19877 0.0043 -0.0033 -0.0153 0.326
C 0.40605 -2.01131 4.13778 -0.0010 -0.0062 -0.0006 -0.256
C 0.70998 -1.14696 5.35498 0.0000 0.0016 -0.0075 -0.826
C 1.32089 0.10140 4.72783 -0.0041 0.0000 -0.0007 0.506
C 2.19753 -0.46021 3.61193 -0.0006 0.0023 -0.0016 -0.226
N 0.56893 -3.36136 1.43788 0.0032 0.0150 0.0143 0.319
C 0.04540 -3.69299 0.09320 0.0021 0.0036 0.0045 -0.536
C -0.23637 -5.18648 0.19025 -0.0028 0.0018 0.0007 -0.663
C 0.89498 -5.67903 1.09128 0.0003 -0.0041 -0.0007 -0.798
C 0.96647 -4.58097 2.15123 0.0007 0.0033 -0.0057 -0.475
H 2.86634 -0.39935 -0.16717 0.0099 -0.0066 0.0026 -0.639
H 3.78932 -1.75509 -0.84929 -0.0022 -0.0010 0.0009 0.340
H 4.60551 0.04672 1.46776 -0.0041 0.0010 -0.0006 0.251
H 5.59139 -0.36630 0.05486 -0.0011 0.0044 -0.0008 0.464
H 5.89282 -1.78857 2.38024 0.0028 -0.0023 -0.0004 0.335
H 5.93214 -2.61531 0.82647 -0.0036 0.0000 -0.0032 0.318
H 3.76917 -2.73742 2.89125 0.0014 0.0035 -0.0036 0.448
H 4.08659 -3.81848 1.53172 -0.0022 -0.0010 0.0037 0.266
H 0.39470 -3.07571 4.37593 0.0050 -0.0017 0.0018 0.104
H -0.56108 -1.72366 3.72278 0.0006 0.0025 0.0002 0.156
H 1.43057 -1.64724 6.01188 -0.0044 0.0013 0.0020 0.326
H -0.20266 -0.92179 5.90494 -0.0016 -0.0011 0.0014 0.399
H 1.88442 0.71645 5.43064 -0.0032 0.0024 -0.0008 0.448
H 0.51044 0.69794 4.30354 -0.0024 0.0010 0.0092 -0.688
H 3.21024 -0.69109 3.96947 -0.0026 -0.0005 0.0045 0.074
H 2.28374 0.23643 2.77296 0.0084 -0.0028 0.0035 -0.007
H 0.80768 -3.50550 -0.67506 -0.0046 0.0054 -0.0033 0.270
H -0.82616 -3.08978 -0.15414 -0.0038 -0.0047 -0.0044 0.238
H -0.26193 -5.66490 -0.78850 0.0015 0.0006 -0.0018 0.399
H -1.20093 -5.35243 0.67769 -0.0004 0.0004 -0.0019 0.284
H 1.83011 -5.71284 0.52425 -0.0011 0.0021 -0.0019 0.292
H 0.72051 -6.66525 1.52422 0.0000 0.0003 -0.0009 0.398
H 1.95748 -4.48581 2.59979 -0.0008 0.0038 0.0023 0.377
H 0.25982 -4.79168 2.96076 -0.0038 -0.0004 -0.0015 0.211
```
Positions in Å, forces in eV/Å.

The lowest ΔE to the lowest compared entry with this formula, charge and spin belongs to which entry? C38H53CsN5O4P3S4

Which of these has the lowest net charge? C38H53CsN5O4P3S4